1.
Formula: C3H13BrSi3
Source: OMol25
Level of theory: wB97M-V/def2-TZVPD

Each atom is followed by the atoms it is bonded to, with distances in Å.
Geometry (Å):
1 C -0.2583 -0.8440 -1.1781  Si6 1.951, H8 1.049, H9 1.088, H10 1.170
2 C 0.3268 -2.9491 1.0886  Si6 2.037, H11 1.079, H12 1.126, H13 1.048
3 C -1.2173 -0.2695 1.6748  Si6 1.863, H14 1.051, H15 1.045, H16 1.093
4 Si 0.2679 3.7606 -2.1943  Br7 2.268, H17 1.496, H18 1.503, H19 1.481
5 Si 2.4247 -0.3868 1.1324  Si6 2.311, H20 1.573
6 Si 0.2236 -0.9505 0.7097  C1 1.951, C2 2.037, C3 1.863, Si5 2.311
7 Br -1.6876 3.9554 -1.0627  Si4 2.268
8 H 0.1781 -1.3616 -1.9788  C1 1.049
9 H -1.3009 -1.1514 -1.2218  C1 1.088
10 H -0.1043 0.2412 -1.5872  C1 1.170
11 H 1.2386 -3.0921 1.6477  C2 1.079
12 H -0.4518 -3.3119 1.8170  C2 1.126
13 H 0.3640 -3.4949 0.1953  C2 1.048
14 H -2.0325 -0.1053 1.0322  C3 1.051
15 H -1.4213 -0.7008 2.6043  C3 1.045
16 H -0.7912 0.7205 1.8549  C3 1.093
17 H 0.9141 2.6612 -1.4124  Si4 1.496
18 H 1.2314 4.9051 -2.0546  Si4 1.503
19 H -0.2558 3.5433 -3.5623  Si4 1.481
20 H 2.3518 -1.1695 2.4954  Si5 1.573

Values from the calculation:
ΔE to the lowest compared entry with this formula, charge and spin in eV: 2.385
E in Ha: -3564.49975
LUMO energy in eV: -1.30

***

2.
Formula: C3H13N2O
Source: OMol25
Level of theory: wB97M-V/def2-TZVPD

Each atom is followed by the atoms it is bonded to, with distances in Å.
Geometry (Å):
1 C 0.3530 -0.0854 0.9024  C2 1.483, N5 1.593, H6 1.075, H7 1.189
2 C 0.5939 -0.7733 -0.3886  C1 1.483, C3 1.531, H8 1.027, H9 1.171
3 C -0.4995 -1.8124 -0.6531  C2 1.531, N4 1.500, H10 1.090, H11 1.141
4 N -1.7901 -1.0619 -0.5029  C3 1.500, H12 0.954, H14 1.017
5 N -0.8321 0.9789 0.8614  C1 1.593, H13 1.129, H15 1.005, H16 1.034
6 H 1.0211 0.6772 1.2585  C1 1.075
7 H 0.0396 -0.7537 1.8346  C1 1.189
8 H 0.5895 -0.0570 -1.1253  C2 1.027
9 H 1.6227 -1.3324 -0.4174  C2 1.171
10 H -0.2685 -2.3547 -1.5696  C3 1.090
11 H -0.5337 -2.6324 0.1391  C3 1.141
12 H -2.1022 -0.9298 -1.3949  N4 0.954
13 H -1.7549 0.3886 0.5871  N5 1.129
14 H -2.5076 -1.6216 -0.0491  N4 1.017
15 H -0.5415 1.7627 0.3030  N5 1.005
16 H -0.9606 1.2418 1.8528  N5 1.034
17 H 2.1639 3.4977 -0.5077  O19 0.972
18 H 3.0584 2.2984 -0.8433  O19 0.941
19 O 2.3488 2.5692 -0.2869  H17 0.972, H18 0.941

Values from the calculation:
ΔE to the lowest compared entry with this formula, charge and spin in eV: 1.521
E in Ha: -306.57981
Total charge: +1
LUMO energy in eV: -2.96

***

3.
Formula: C3H13N2O3
Source: OMol25
Level of theory: wB97M-V/def2-TZVPD

Each atom is followed by the atoms it is bonded to, with distances in Å.
Geometry (Å):
1 C -0.3888 0.2983 0.6418  N2 1.533, C5 1.464, H7 1.275, H8 1.016
2 N 0.0807 1.1473 -0.5458  C1 1.533, C3 1.525, H9 1.061
3 C 1.5930 1.0333 -0.7030  N2 1.525, O4 1.381, H10 1.149, H11 1.060
4 O 2.1061 1.5988 0.4474  C3 1.381
5 C -0.7331 -1.1054 0.4110  C1 1.464, N6 1.548, H12 1.026, H13 1.092
6 N -2.0899 -1.4995 1.0434  C5 1.548, H14 0.974, H15 1.043
7 H 0.5567 0.2175 1.4939  C1 1.275
8 H -1.1202 0.8342 1.1002  C1 1.016
9 H -0.0717 2.0873 -0.0774  N2 1.061
10 H 2.0338 -0.0011 -0.9411  C3 1.149
11 H 1.7788 1.5493 -1.6099  C3 1.060
12 H -0.6861 -1.2123 -0.6088  C5 1.026
13 H -0.0961 -1.6976 1.0716  C5 1.092
14 H -2.8994 -0.9814 0.8877  N6 0.974
15 H -2.2545 -2.3754 0.5019  N6 1.043
16 H -2.0207 -0.3380 -2.5332  O18 0.883
17 H -1.8521 0.9796 -1.7756  O18 1.031
18 O -2.5121 0.2617 -2.1101  H16 0.883, H17 1.031
19 H 2.3259 0.4066 1.2012  O21 1.102
20 H 3.4249 -0.6508 0.6866  O21 0.951
21 O 2.8246 -0.5523 1.4182  H19 1.102, H20 0.951

Values from the calculation:
ΔE to the lowest compared entry with this formula, charge and spin in eV: 2.281
E in Ha: -457.26499
Total charge: -1
LUMO energy in eV: 3.78

***

Please write out number 3 again, unchanged.
Formula: C3H13N2O3
Source: OMol25
Level of theory: wB97M-V/def2-TZVPD

Each atom is followed by the atoms it is bonded to, with distances in Å.
Geometry (Å):
1 C -0.3888 0.2983 0.6418  N2 1.533, C5 1.464, H7 1.275, H8 1.016
2 N 0.0807 1.1473 -0.5458  C1 1.533, C3 1.525, H9 1.061
3 C 1.5930 1.0333 -0.7030  N2 1.525, O4 1.381, H10 1.149, H11 1.060
4 O 2.1061 1.5988 0.4474  C3 1.381
5 C -0.7331 -1.1054 0.4110  C1 1.464, N6 1.548, H12 1.026, H13 1.092
6 N -2.0899 -1.4995 1.0434  C5 1.548, H14 0.974, H15 1.043
7 H 0.5567 0.2175 1.4939  C1 1.275
8 H -1.1202 0.8342 1.1002  C1 1.016
9 H -0.0717 2.0873 -0.0774  N2 1.061
10 H 2.0338 -0.0011 -0.9411  C3 1.149
11 H 1.7788 1.5493 -1.6099  C3 1.060
12 H -0.6861 -1.2123 -0.6088  C5 1.026
13 H -0.0961 -1.6976 1.0716  C5 1.092
14 H -2.8994 -0.9814 0.8877  N6 0.974
15 H -2.2545 -2.3754 0.5019  N6 1.043
16 H -2.0207 -0.3380 -2.5332  O18 0.883
17 H -1.8521 0.9796 -1.7756  O18 1.031
18 O -2.5121 0.2617 -2.1101  H16 0.883, H17 1.031
19 H 2.3259 0.4066 1.2012  O21 1.102
20 H 3.4249 -0.6508 0.6866  O21 0.951
21 O 2.8246 -0.5523 1.4182  H19 1.102, H20 0.951

Values from the calculation:
ΔE to the lowest compared entry with this formula, charge and spin in eV: 2.281
E in Ha: -457.26499
Total charge: -1
LUMO energy in eV: 3.78

***

> Which value of LUMO energy does entry 2 give?

-2.96 eV